Record 1
C4H8N5O2S | ωB97M-V/def2-TZVPD

Structure (XYZ):
```
20
Properties=species:S:1:pos:R:3:forces:R:3:nbo_charge:R:1
C 1.685542 0.410117 0.133020 -3.390 -0.490 -0.259 0.51
C -0.563483 1.059682 -1.139545 -0.100 0.138 -0.330 -0.64
C -0.655397 0.670134 1.392935 -0.012 -0.043 0.322 -0.64
C -0.081819 0.286331 0.055056 3.949 0.084 0.177 -0.31
N 3.668804 0.157906 0.670971 2.116 -5.907 6.912 -0.16
N 2.449339 -0.278713 0.965669 -1.946 -1.464 1.158 -0.52
N 2.353731 1.242907 -0.652579 -2.261 1.252 -1.333 -0.54
N 3.613777 1.049804 -0.275292 1.469 6.230 -6.703 -0.16
N -2.216954 -1.334452 -0.356929 1.109 0.275 0.212 -1.09
O -0.033419 -1.912290 -1.507463 0.116 0.624 0.055 -0.95
O -0.254585 -2.281944 0.918739 0.100 0.601 0.196 -0.94
S -0.476039 -1.436472 -0.222409 -1.378 -1.591 -0.390 2.28
H -1.653724 1.046966 -1.184691 0.003 0.041 0.036 0.21
H -0.204980 2.085926 -1.093046 0.097 -0.034 0.051 0.24
H -0.162883 0.592126 -2.036876 0.008 0.198 -0.106 0.25
H -1.744182 0.594306 1.370969 -0.026 0.080 0.000 0.21
H -0.264782 -0.009894 2.146712 0.017 0.097 0.139 0.25
H -0.368434 1.687883 1.650680 0.035 0.050 -0.066 0.23
H -2.490755 -1.748097 -1.234434 0.100 -0.039 -0.263 0.39
H -2.599757 -1.882222 0.398511 -0.008 -0.101 0.193 0.38
```
Forces are in eV/Å.

Values from the calculation:
E   -979.47136 a.u.
Max |F|   9.335 eV Å⁻¹
Multiplicity   3
HOMO-LUMO gap (spin up / spin down)   2.5 / 7.1 eV
Net charge   -1

Record 2
C4H8N5O4 | ωB97M-V/def2-TZVPD

Structure (XYZ):
```
21
Properties=species:S:1:pos:R:3:forces:R:3:nbo_charge:R:1
C -0.505026 -3.027966 1.518812 -0.039 -0.112 -0.096 1.05
C 1.204029 0.204152 -0.609750 1.729 -1.134 -2.159 0.11
C -1.721617 0.286964 -0.818048 -0.314 -0.524 0.268 0.35
C 0.872055 0.745681 0.607010 -1.017 1.037 1.287 0.19
N -1.340492 1.363472 -0.175543 0.028 0.573 0.097 -0.34
N -0.377814 1.322693 0.799795 -0.431 0.222 0.247 -0.42
N 2.445245 -0.369989 -0.879216 -2.723 1.409 1.530 0.34
N -2.521294 0.296109 -1.854005 -0.142 0.229 -0.247 -0.70
N 1.694529 0.743907 1.649413 0.680 -0.140 0.750 -0.69
O -0.625866 -1.979912 1.054132 -0.151 1.583 -0.651 -0.60
O -0.403810 -4.068420 1.960887 0.212 -1.526 0.746 -0.44
O 2.614243 -0.796863 -2.002558 0.205 -1.248 -3.588 -0.37
O 3.285312 -0.432452 0.016426 2.097 -0.123 2.128 -0.55
H 0.562494 0.222526 -1.471164 0.040 0.039 -0.120 0.21
H -1.354741 -0.665735 -0.442236 -0.067 0.119 -0.028 0.27
H -1.641404 2.291676 -0.479365 0.153 -0.261 0.021 0.42
H -0.582920 1.777924 1.677195 -0.269 -0.081 -0.232 0.42
H -2.797892 -0.565073 -2.304396 0.093 0.041 0.110 0.45
H -2.898163 1.153430 -2.239265 0.021 -0.109 0.001 0.43
H 1.475403 1.164672 2.534036 -0.075 0.058 0.041 0.41
H 2.617728 0.333203 1.457841 -0.030 -0.051 -0.104 0.47
```
Forces are in eV/Å.

Values from the calculation:
E   -731.49447 a.u.
Max |F|   3.804 eV Å⁻¹
Multiplicity   3
HOMO-LUMO gap (spin up / spin down)   4.4 / 6.4 eV
Net charge   +1

Record 3
C4H8NO | ωB97M-V/def2-TZVPD

Structure (XYZ):
```
14
Properties=species:S:1:pos:R:3:forces:R:3:nbo_charge:R:1
C -1.370813 0.826038 -0.794179 -0.721 0.642 0.298 -0.19
C -1.638323 -0.703802 -0.665808 1.706 -0.120 1.666 -0.22
C 2.691930 1.303102 0.049500 -0.003 2.815 1.363 -0.87
C -0.823201 -1.523748 0.365728 0.776 3.262 0.233 -0.65
N -2.394537 0.387399 -0.147906 0.841 -1.805 -1.300 0.01
O -3.480231 0.392169 0.524035 -0.582 1.058 0.561 -0.65
H 2.828891 0.699184 0.973076 0.176 -0.111 -1.193 0.21
H -1.979896 -1.353148 -1.423498 -0.893 -0.184 -1.445 0.13
H 3.556027 1.994832 -0.128137 -0.343 -0.407 0.833 0.19
H 1.816879 1.997707 0.302936 0.970 -1.166 -0.830 0.24
H 2.637388 0.887767 -0.931478 -0.820 -1.150 -0.180 0.22
H -1.118831 -1.023342 1.323068 0.257 -1.178 -0.242 0.21
H 0.292775 -1.330088 0.280814 -1.043 -0.299 -0.153 0.18
H -1.018063 -2.554071 0.271849 -0.321 -1.359 0.388 0.18
```
Forces are in eV/Å.

Values from the calculation:
E   -287.04604 a.u.
Max |F|   3.362 eV Å⁻¹
HOMO-LUMO gap   6.6 eV
Net charge   -1
Energy above the lowest of the compared OMol25 structures with the same formula, charge and spin   2.508 eV

Record 4
C4H8NO | ωB97M-V/def2-TZVPD

Structure (XYZ):
```
14
Properties=species:S:1:pos:R:3:forces:R:3:nbo_charge:R:1
C 2.567428 0.467996 -0.045084 -2.956 -2.682 -0.161 0.23
C -0.523280 -0.810066 -0.712271 1.607 1.289 2.858 -0.44
C -0.484402 0.717717 -0.523835 -0.720 -3.134 1.767 -0.32
C -1.473864 -0.007205 0.069439 -0.600 0.834 -0.744 0.29
N -2.690002 0.006390 0.638485 1.648 -0.047 -0.405 -0.72
O 2.348254 -0.669082 0.641747 0.746 2.513 -1.950 -0.56
H 2.756182 1.476114 0.356863 0.078 -0.772 0.170 0.23
H -0.685478 -1.242364 -1.644384 -0.689 -0.974 -1.380 0.23
H 0.251342 -1.282800 -0.044521 -0.597 -0.197 -0.966 0.21
H 2.222612 0.222553 -1.070230 1.253 0.867 0.228 0.22
H -0.288068 1.548230 -1.082495 0.230 2.041 -1.169 0.24
H 2.130140 -0.469586 1.539141 0.286 0.063 1.750 0.52
H -3.156796 -0.869808 0.879723 0.165 0.720 -0.046 0.43
H -2.974068 0.911912 0.997428 -0.449 -0.521 0.049 0.43
```
Forces are in eV/Å.

Values from the calculation:
E   -286.75578 a.u.
Max |F|   3.995 eV Å⁻¹
HOMO-LUMO gap (spin up / spin down)   5.1 / 7.2 eV
Net charge   +1
Energy above the lowest of the compared OMol25 structures with the same formula, charge and spin   5.081 eV

Record 5
C4H8NO | ωB97M-V/def2-TZVPD

Structure (XYZ):
```
14
Properties=species:S:1:pos:R:3:forces:R:3:nbo_charge:R:1
C -0.730684 1.778802 1.154331 0.184 -4.857 2.581 -0.17
C -0.070703 1.301872 0.093294 -0.670 -0.357 -0.667 -0.36
C -0.246735 -1.308178 0.689211 0.454 1.084 0.245 -0.12
C 0.114763 -0.133154 -0.169928 -1.700 -3.463 -0.403 0.36
N 0.866885 -0.644149 -1.430579 2.027 -1.202 2.315 -0.72
O -1.329648 -1.300799 -0.204896 2.334 2.564 0.181 -0.49
H -0.850695 2.789216 1.351660 -0.405 1.712 0.120 0.23
H -1.058774 0.984424 2.050260 0.686 2.471 -2.574 0.22
H 0.151137 2.017862 -0.687113 0.363 -0.147 -0.249 0.24
H 0.362224 -2.205547 0.577874 0.242 0.094 0.394 0.19
H -0.360492 -0.954921 1.738837 -0.445 -0.786 -0.568 0.21
H 0.693435 0.016217 -2.136019 0.155 1.196 -1.657 0.44
H 0.460069 -1.563194 -1.771191 0.344 1.126 0.831 0.49
H 1.999220 -0.778450 -1.255742 -3.571 0.567 -0.547 0.48
```
Forces are in eV/Å.

Values from the calculation:
E   -286.79801 a.u.
Max |F|   5.504 eV Å⁻¹
HOMO-LUMO gap   9.2 eV
Net charge   +1
Energy above the lowest of the compared OMol25 structures with the same formula, charge and spin   3.931 eV

Record 6
C4H8NO | ωB97M-V/def2-TZVPD

Structure (XYZ):
```
14
Properties=species:S:1:pos:R:3:forces:R:3:nbo_charge:R:1
C -0.941285 0.266438 -1.019802 0.634 -0.545 0.126 0.20
C -2.051673 -0.397930 -1.157215 -0.341 0.144 -0.101 -0.41
C 0.443556 0.499348 -0.807821 3.143 0.311 -2.818 0.32
C 0.449021 -0.396205 1.525736 -0.566 -0.352 0.774 -0.44
N 1.226386 0.201105 0.412827 0.157 0.150 0.269 -0.55
O -0.446457 1.544029 -0.745988 0.097 0.270 0.240 -0.43
H -3.004716 0.107075 -1.143585 -0.059 0.116 -0.019 0.26
H -2.048229 -1.462725 -1.313256 0.163 -0.129 -0.035 0.25
H 1.956591 0.614351 -2.036218 -3.257 -0.206 2.175 0.13
H 0.033257 -1.352044 1.204431 0.111 0.163 -0.052 0.24
H 1.104873 -0.556047 2.382330 0.028 0.074 -0.155 0.25
H -0.363801 0.271418 1.817071 0.167 -0.012 -0.165 0.25
H 1.997103 -0.432744 0.159083 -0.260 0.334 -0.047 0.46
H 1.645373 1.093933 0.722405 -0.017 -0.319 -0.193 0.46
```
Forces are in eV/Å.

Values from the calculation:
E   -286.73428 a.u.
Max |F|   4.233 eV Å⁻¹
HOMO-LUMO gap (spin up / spin down)   9.3 / 9.3 eV
Net charge   +1
Energy above the lowest of the compared OMol25 structures with the same formula, charge and spin   5.666 eV